Entry 1:
The following is a quantum chemistry calculation of a structure of composition C40H28F7N8O5OsSSe, from OMol25.

Structure (XYZ):
```
91
Properties=species:S:1:pos:R:3:forces:R:3:lowdin_spin:R:1
Os 0.28006 0.03350 -0.30383 -0.4 -0.8 -1.1 1.29
Se 5.49813 -0.01831 5.23287 0.3 0.0 0.3 0.00
N 3.73913 -0.24914 5.23544 0.1 0.1 -0.1 0.00
C 3.34617 -0.05871 4.00611 -0.3 0.0 -0.2 0.00
C 1.94815 -0.15526 3.58359 0.2 0.0 0.2 0.00
C 0.87844 -0.37420 4.45385 0.1 0.0 0.1 0.01
C -0.40204 -0.42323 3.94750 -0.1 0.0 0.0 0.00
C -0.60266 -0.28455 2.57912 0.0 0.0 0.0 0.01
N 0.41971 -0.09469 1.75104 0.2 -0.1 0.2 0.00
C 1.67369 0.00175 2.23712 -0.1 0.1 -0.3 0.01
C 2.70531 0.33550 1.25641 -0.3 -0.1 0.0 0.00
N 2.28643 0.51652 -0.02472 0.1 0.2 0.3 -0.01
C 3.18222 0.88694 -0.92736 0.0 0.1 0.0 0.00
C 4.52517 1.07208 -0.61757 0.1 0.0 -0.1 0.00
C 4.95924 0.86675 0.66907 0.1 0.0 0.1 0.01
C 4.02673 0.49124 1.63545 0.1 0.0 0.3 0.00
C 4.37117 0.25986 3.04170 -0.2 0.0 -0.3 0.00
N 5.59222 0.32735 3.49578 -0.1 0.0 0.1 0.00
H 1.07509 -0.48746 5.51331 0.0 0.0 0.0 0.00
H -1.25684 -0.56551 4.59421 0.0 0.0 0.0 0.00
H -1.58189 -0.32578 2.12266 0.0 0.0 0.0 0.00
H 2.80777 1.04471 -1.91616 -0.1 0.0 -0.2 0.00
H 5.20393 1.37983 -1.40065 0.0 0.0 0.0 0.00
H 5.99591 0.99692 0.95345 0.0 0.0 0.0 0.00
F 0.67703 1.94568 -7.95767 0.0 0.0 0.0 0.01
C 0.46129 1.54624 -6.71497 0.1 0.1 -0.2 0.03
C -0.82198 1.27903 -6.28409 -0.2 0.0 -0.1 0.00
F -1.84271 1.42520 -7.12011 0.0 0.0 0.0 0.00
C -1.03593 0.86343 -4.98785 0.0 0.0 0.1 0.03
F -2.29318 0.61268 -4.62880 -0.1 0.0 0.1 0.01
C 0.00740 0.69282 -4.06962 0.1 0.2 0.1 0.01
S -0.49310 0.04433 -2.51026 0.2 -0.1 0.3 0.24
C 1.28032 0.97434 -4.54957 0.0 -0.1 0.0 0.02
F 2.35769 0.81147 -3.77576 0.1 -0.1 0.2 0.01
C 1.51734 1.39200 -5.84138 0.2 0.1 -0.1 0.00
F 2.75876 1.63763 -6.25022 0.0 0.0 0.1 0.00
F -0.79337 -2.52752 -5.15026 -0.1 0.1 -0.4 0.13
C -0.32246 -2.72644 -3.95753 0.2 -0.2 0.4 0.38
C -1.29703 -2.88074 -2.95745 0.1 0.0 0.1 0.07
N -1.02878 -3.29852 -1.75085 0.1 -0.1 0.0 0.23
C -2.03305 -3.09060 -0.70616 -0.1 -0.4 0.1 0.03
C -2.48590 -1.63247 -0.52016 0.1 0.0 -0.4 0.01
O -3.66632 -1.41767 -0.65472 -0.1 0.3 0.1 0.01
O -1.58086 -0.79443 -0.15250 -0.3 0.7 0.4 0.05
C 1.35276 -2.89622 -1.35879 -0.3 0.0 -0.2 0.03
O 2.45616 -3.38777 -0.63292 0.0 0.1 0.1 0.02
N 1.78216 -2.44602 -2.65273 0.0 -0.2 -0.1 0.01
C 1.17679 -2.51210 -3.87156 -0.5 0.0 0.1 0.03
O 1.74504 -2.28722 -4.91095 0.2 0.1 -0.1 0.07
H -2.32094 -2.59883 -3.18428 0.0 0.1 0.0 0.00
H -1.63523 -3.45958 0.23402 0.1 0.0 0.0 0.00
H -2.93067 -3.64579 -0.97101 0.0 -0.2 0.0 0.01
H 2.77001 -2.23748 -2.72075 0.0 0.1 0.1 0.00
F -1.05136 6.04859 0.66632 0.0 0.0 0.0 0.01
C -0.76018 4.75879 0.43671 0.0 0.1 0.0 0.03
C 0.20882 4.14744 1.20207 0.1 0.0 0.1 0.00
C 0.49575 2.81294 0.95896 0.0 0.0 -0.1 0.03
C -0.14794 2.06020 -0.03819 -0.1 0.2 0.2 0.01
C -1.12440 2.74790 -0.78538 0.0 0.0 0.1 0.04
C -1.43599 4.08000 -0.55376 0.0 -0.1 -0.1 0.00
H 0.72243 4.71011 1.97166 0.0 0.0 0.0 0.00
H 1.26252 2.36936 1.58250 0.0 0.0 0.0 0.00
H -1.68133 2.23166 -1.55459 0.0 0.0 0.0 0.01
H -2.19211 4.59048 -1.13690 0.0 0.0 0.0 0.00
C -1.64969 -7.44306 2.20428 0.1 0.0 0.0 0.00
C -1.87191 -6.81783 0.83482 0.1 -0.1 -0.1 0.00
N -0.88430 -7.23109 -0.16767 -0.1 0.0 0.2 0.01
C -0.93670 -8.62848 -0.62323 0.1 0.1 0.1 0.00
C 0.25808 -9.44270 -0.15161 0.0 0.0 0.0 0.00
C -0.09120 -6.38839 -0.86485 -0.2 0.1 0.1 0.03
O 0.50089 -6.72020 -1.88533 0.0 0.0 0.0 0.06
C 0.16103 -4.98424 -0.37480 0.1 0.2 0.2 0.35
C 0.50844 -4.73650 0.95813 0.1 0.0 -0.2 0.01
C 1.22177 -3.66154 1.43370 0.1 0.0 0.1 0.35
C 1.90351 -2.68962 0.51929 -0.2 -0.1 0.1 0.05
N 0.98660 -1.93178 -0.34004 0.3 0.1 0.2 0.17
C 0.27152 -3.98221 -1.49478 0.0 -0.1 -0.1 0.06
H -2.44819 -7.14804 2.88694 0.0 0.0 0.0 0.00
H -0.69246 -7.13966 2.63506 -0.1 0.0 0.0 0.00
H -1.65265 -8.53225 2.14016 0.0 0.0 0.0 0.00
H -1.86876 -5.73361 0.90136 0.0 0.1 0.0 0.00
H -2.85998 -7.09939 0.46248 0.0 0.0 0.0 0.00
H -0.97377 -8.63036 -1.71045 0.0 0.0 -0.1 0.00
H -1.87039 -9.04884 -0.25039 0.0 0.0 0.0 0.00
H 1.18458 -8.99316 -0.50983 0.0 0.0 0.0 0.00
H 0.19695 -10.45631 -0.55096 0.0 0.0 0.0 0.00
H 0.29564 -9.50566 0.93779 0.0 0.0 0.0 0.00
H 0.24564 -5.49684 1.68321 0.0 0.0 0.0 0.00
H 1.38975 -3.56823 2.50310 0.0 0.0 -0.1 0.02
H 2.67872 -2.14137 1.05524 0.1 0.1 0.0 0.00
H 0.48239 -4.57375 -2.38190 0.0 -0.2 -0.1 0.01
```
Positions in Å, forces in eV/Å.

Multiplicity = 5
Calculated total energy = -5944.35766 hartree
Energy above the lowest of the compared OMol25 structures with the same formula, charge and spin = 0.0 kJ/mol
Max |F| = 0.027 hartree/bohr
Frontier orbital gap (spin up / spin down) = 6.71 / 5.22 eV
Total charge = +1
<S²> = 6.07

***

Entry 2:
The following is a quantum chemistry calculation of a structure of composition C40H29N6O2S2SbSe4Ti, from OMol25.

Structure (XYZ):
```
85
Properties=species:S:1:pos:R:3:forces:R:3:mulliken_charge:R:1
Ti -0.17173 -1.18328 -0.31447 -0.2 -1.0 -1.1 0.04
Se 4.10550 3.94568 -2.96706 0.0 0.0 0.0 -0.69
Sb 3.81866 2.68302 -0.94848 0.1 0.0 0.0 0.46
Se 0.75399 1.11355 -0.89991 -0.5 -0.3 0.3 -0.53
Se -1.59639 0.71744 -0.87085 0.3 0.1 0.0 -0.59
Se 4.28909 4.04484 0.99145 0.0 0.1 0.0 -0.73
S -3.44671 -6.83085 2.22901 0.0 0.0 0.0 -0.28
C -2.87310 -7.56009 3.67329 0.0 0.0 0.0 -0.46
C -1.60297 -7.15977 3.94864 0.0 0.0 0.0 -0.70
C -1.08543 -6.25199 2.98855 0.0 0.0 0.0 0.40
C -1.97194 -5.95790 1.98217 0.0 0.0 -0.1 0.32
C -1.82356 -5.05820 0.84353 0.2 0.0 0.1 0.88
C -0.66143 -4.30902 0.68611 -0.2 -0.3 0.2 -0.49
N -0.45512 -3.44349 -0.28860 0.3 0.3 -0.1 -0.53
C -1.45253 -3.27211 -1.21742 0.1 0.5 0.0 0.52
C -2.70493 -3.96276 -1.13481 -0.1 -0.4 0.4 0.53
C -3.69173 -3.68255 -2.15480 0.0 0.2 -0.2 -1.08
C -3.43028 -2.83685 -3.17344 -0.1 -0.2 0.3 -1.01
C -2.15588 -2.15962 -3.29717 0.0 0.3 -0.3 0.96
C -1.82690 -1.30975 -4.31164 -0.1 -0.2 0.1 -0.98
C -0.53940 -0.68453 -4.33416 0.1 0.0 0.2 0.96
C 0.32956 -0.94524 -3.31399 0.0 0.1 -0.3 -1.15
N 0.03626 -1.75013 -2.25757 0.0 0.3 0.4 -0.07
C -1.19301 -2.38830 -2.26246 0.2 0.0 0.2 0.40
C -0.17281 0.26060 -5.38996 0.0 0.0 0.0 0.23
C -0.58501 0.27928 -6.69575 0.0 0.0 0.0 -0.62
C -0.01435 1.34771 -7.43808 0.0 0.0 0.0 -0.50
C 0.81459 2.11886 -6.67903 0.0 0.0 -0.1 -0.57
S 0.88884 1.57608 -5.06114 0.0 0.0 0.0 0.07
C -2.86352 -4.85197 -0.10405 0.0 0.2 -0.3 -1.15
H -3.50129 -8.23468 4.23053 0.0 0.0 0.0 0.41
H -1.04376 -7.49299 4.81138 0.0 0.0 0.0 0.38
H -0.09380 -5.83094 3.05290 0.0 0.0 0.0 -0.03
H 0.14002 -4.39309 1.41571 0.0 0.0 0.0 0.38
H -4.65379 -4.17858 -2.08440 0.0 0.0 0.0 0.37
H -4.18212 -2.64362 -3.93074 0.0 0.0 0.0 0.38
H -2.54870 -1.09325 -5.09129 0.0 0.0 0.0 0.38
H 1.30780 -0.48617 -3.28705 0.0 0.0 0.0 0.57
H -1.25031 -0.46359 -7.11495 0.0 0.0 0.0 0.39
H -0.20431 1.52659 -8.48747 0.0 0.0 0.0 0.37
H 1.38105 2.98337 -6.98360 0.0 0.0 0.0 0.41
H -3.79915 -5.39616 -0.01837 0.0 0.0 0.0 0.36
O -1.21411 -1.58400 1.58984 -0.1 0.2 0.2 -0.71
C -0.11904 -1.76669 2.15606 0.1 0.0 0.1 -0.21
N 0.08983 -2.12099 3.45054 0.0 0.0 -0.1 0.45
C 1.50992 -2.34685 3.66983 0.0 0.1 0.0 3.81
C 2.07483 -1.96360 2.25648 0.0 -0.1 0.0 -1.38
O 3.25691 -1.99157 1.99516 0.0 0.1 0.0 -0.76
N 1.03526 -1.65720 1.44604 -0.1 0.1 0.0 0.72
C 1.78941 -3.80546 4.00851 -0.1 -0.1 0.0 -0.12
C 2.47296 -4.66298 3.15477 0.0 0.0 0.0 -0.21
C 2.66692 -5.99494 3.50720 0.0 0.0 0.0 -0.83
C 2.17836 -6.48310 4.70849 0.0 0.0 0.0 -0.48
C 1.49408 -5.63056 5.56591 0.0 0.0 0.0 -0.97
C 1.31033 -4.30217 5.22024 0.0 0.0 0.0 -0.50
C 2.11087 -1.42240 4.71874 0.0 0.0 -0.1 -0.39
C 3.44042 -1.60304 5.08914 0.0 0.0 0.0 -0.33
C 4.03907 -0.73555 5.98582 0.0 0.0 0.0 -0.90
C 3.31575 0.32309 6.52188 0.0 0.0 0.0 -0.50
C 1.99288 0.50450 6.15464 0.0 0.0 0.0 -0.84
C 1.38946 -0.36741 5.25680 0.0 0.0 0.0 -0.40
H -0.64522 -2.52516 4.00543 0.0 0.0 0.0 0.37
H 2.87330 -4.28863 2.22102 0.0 0.0 0.0 0.52
H 3.19922 -6.65144 2.83030 0.0 0.0 0.0 0.41
H 2.32603 -7.52239 4.97546 0.0 0.0 0.0 0.40
H 1.10786 -5.99986 6.50818 0.0 0.0 0.0 0.42
H 0.80074 -3.63119 5.90332 0.0 0.0 0.0 0.48
H 4.01187 -2.41000 4.64785 0.0 0.0 0.0 0.43
H 5.07966 -0.87376 6.25290 0.0 0.0 0.0 0.38
H 3.79026 1.01420 7.20761 0.0 0.0 0.0 0.38
H 1.42815 1.34282 6.54201 0.0 0.0 0.0 0.43
H 0.37047 -0.19789 4.93594 0.0 0.0 0.0 0.39
N 2.38351 1.38383 2.41927 -0.1 0.0 0.0 0.05
C 1.15482 1.88877 2.74503 0.0 0.0 0.1 0.49
C 1.02473 3.20856 3.22472 0.0 0.0 0.0 -0.98
C -0.22158 3.65029 3.59217 0.0 0.1 0.0 -0.41
C -1.32353 2.80162 3.48108 -0.1 0.0 0.0 -0.88
C -1.09901 1.53004 2.99035 0.0 0.1 0.0 -0.34
N 0.10222 1.07173 2.64662 0.0 -0.1 0.0 0.44
H 3.07904 2.08101 2.16066 0.0 0.0 0.0 -0.01
H 2.34210 0.60555 1.77470 0.0 0.0 0.0 0.07
H 1.89516 3.85069 3.25785 0.0 0.0 0.0 0.37
H -0.34606 4.66609 3.95090 0.0 0.0 0.0 0.38
H -2.32285 3.12653 3.73764 0.0 0.0 0.0 0.41
H -1.92066 0.83394 2.84877 0.0 0.0 0.0 0.32
```
Positions in Å, forces in eV/Å.

Calculated total energy = -13512.84035 hartree
Energy above the lowest of the compared OMol25 structures with the same formula, charge and spin = 125.2 kJ/mol
Max |F| = 0.029 hartree/bohr
Frontier orbital gap (spin up / spin down) = 4.51 / 4.50 eV
Total charge = -2

***

Entry 3:
The following is a quantum chemistry calculation of a structure of composition C40H30ClF3NO2PtS2, from OMol25.

Structure (XYZ):
```
80
Properties=species:S:1:pos:R:3:forces:R:3:mulliken_charge:R:1
Pt -1.09552 -0.22126 -2.94364 0.0 -0.4 0.6 0.89
C -5.59674 1.88677 3.82558 0.0 0.0 0.0 -1.54
C -4.59467 1.54221 2.75972 0.0 0.0 0.0 0.97
C -4.88618 1.76005 1.41436 0.0 0.0 0.0 -0.82
C -3.95419 1.47596 0.42987 0.0 -0.1 0.0 -0.34
C -2.71981 0.96764 0.80422 0.0 0.1 0.0 0.09
C -2.40142 0.71954 2.13136 -0.2 0.1 0.1 -0.98
C -3.34898 1.01333 3.09753 0.1 -0.1 0.0 -0.85
S -1.50369 0.62923 -0.43950 0.3 -0.2 -0.5 0.59
O -0.71679 -0.52757 0.09209 0.0 0.1 -0.1 -0.43
C -0.45270 2.05166 -0.18682 -0.3 0.1 0.3 1.28
C -1.15681 3.26988 -0.02843 0.1 -0.1 0.1 -1.00
C -0.66240 4.24772 0.77255 0.0 0.1 0.0 -1.59
C 0.45615 3.95341 1.59110 0.0 0.1 0.0 1.25
C 0.82234 4.80256 2.66605 -0.1 0.0 -0.1 -1.07
C 1.82430 4.45632 3.52009 0.1 -0.1 0.0 -0.67
C 2.50978 3.23373 3.33603 0.0 0.1 0.0 -0.81
C 2.22324 2.43083 2.27374 -0.1 0.0 -0.1 -0.52
C 1.19605 2.77440 1.34980 0.2 -0.2 0.0 0.07
C 0.85283 1.89411 0.25050 0.2 -0.1 -0.1 0.03
C 1.97714 1.06675 -0.34325 -0.1 0.2 -0.1 1.02
C 3.26992 1.74977 -0.29971 0.0 0.2 -0.1 -0.06
C 3.38794 3.17213 -0.28516 -0.1 -0.1 0.0 -0.50
C 4.59966 3.78877 -0.20466 0.1 0.0 0.0 -0.72
C 5.78953 3.03387 -0.10759 -0.1 0.1 0.0 -0.74
C 5.72427 1.67999 -0.21311 0.0 -0.1 0.0 -0.90
C 4.47667 1.02400 -0.37767 0.1 0.0 0.0 1.09
C 4.43320 -0.34306 -0.72211 0.1 0.0 0.0 -1.51
C 3.25998 -0.87709 -1.13220 -0.1 0.1 0.1 -1.03
C 2.03290 -0.16703 -0.98233 0.1 -0.2 0.1 0.50
S 0.88518 -1.09977 -2.04852 0.1 0.2 -0.8 0.92
O 1.64725 -1.32463 -3.29519 -0.1 0.1 0.4 -0.76
C 0.80713 -2.71563 -1.27705 -0.1 -0.1 0.1 0.44
C 0.94948 -3.76762 -2.17020 0.0 -0.1 0.1 -0.69
C 0.96827 -5.07107 -1.69002 0.0 0.0 -0.1 -0.87
C 0.86139 -5.33487 -0.33229 0.0 0.0 0.1 1.08
C 0.86958 -6.74361 0.19116 0.0 0.0 0.0 -1.57
C 0.75795 -4.25414 0.54783 0.0 0.0 0.0 -0.98
C 0.73040 -2.95051 0.09450 0.0 0.1 -0.2 -0.48
H -6.61530 1.70211 3.48663 0.0 0.0 0.0 0.40
H -5.52497 2.94413 4.08750 0.0 0.0 0.0 0.29
H -5.42561 1.30990 4.73287 0.0 0.0 0.0 0.38
H -5.85763 2.14838 1.13444 0.0 0.0 0.0 0.41
H -4.19383 1.64105 -0.61451 0.0 0.0 0.0 0.52
H -1.43823 0.30293 2.39340 0.0 0.0 0.0 0.47
H -3.11779 0.82436 4.13887 0.0 0.0 0.0 0.38
H -2.10479 3.39286 -0.53752 0.0 0.0 0.0 0.57
H -1.16705 5.20055 0.86681 0.0 0.0 0.0 0.47
H 0.26310 5.71803 2.81462 0.0 0.0 0.0 0.45
H 2.08124 5.09919 4.35106 0.0 0.0 0.0 0.43
H 3.27396 2.93407 4.04081 0.0 0.0 0.0 0.45
H 2.76381 1.50397 2.14389 0.0 0.0 0.0 0.58
H 2.50645 3.78551 -0.38893 0.0 0.0 0.0 0.57
H 4.64748 4.86930 -0.22765 0.0 0.0 0.0 0.45
H 6.74356 3.53255 -0.00261 0.0 0.0 0.0 0.42
H 6.62492 1.07907 -0.22590 0.0 0.0 0.0 0.43
H 5.35055 -0.91450 -0.78150 0.0 0.0 0.0 0.43
H 3.25314 -1.85525 -1.58954 0.0 0.0 0.0 0.45
H 1.08700 -3.56472 -3.22283 0.0 0.0 0.0 0.62
H 1.09108 -5.89170 -2.38653 0.0 0.0 0.0 0.39
H 1.16544 -7.45377 -0.57892 0.0 0.0 0.0 0.38
H -0.12277 -7.02660 0.54774 0.0 0.0 0.0 0.30
H 1.55609 -6.84523 1.03174 0.0 0.0 0.0 0.38
H 0.71272 -4.44177 1.61387 0.0 0.0 0.0 0.45
H 0.67742 -2.13159 0.79196 -0.1 0.1 0.0 0.57
Cl -4.60152 -3.58994 0.14914 0.0 0.0 0.0 -0.20
C -3.59760 -3.44183 -1.24155 -0.1 0.0 0.1 0.04
C -3.37930 -4.51416 -2.08832 0.0 -0.1 0.0 -0.22
C -2.56240 -4.32515 -3.18868 0.0 0.0 0.0 -0.81
C -1.98206 -3.08929 -3.39078 0.0 0.1 0.0 -0.11
N -2.19545 -2.05612 -2.56371 0.0 0.0 0.0 -0.22
C -3.00169 -2.22569 -1.51091 0.1 0.1 0.0 -0.02
H -3.84247 -5.47023 -1.88532 0.0 0.0 0.0 0.48
H -2.36349 -5.13075 -3.88057 0.0 0.0 0.0 0.45
H -1.32424 -2.90302 -4.22947 0.0 0.0 0.0 0.49
H -3.17364 -1.37658 -0.86553 0.0 0.0 0.0 0.34
F -0.06331 1.29359 -4.91778 0.1 0.1 0.0 -0.28
C -0.21984 1.43892 -3.58341 -0.1 -0.2 -0.1 1.02
F 0.95157 1.83518 -3.08001 0.0 0.0 0.0 -0.12
F -1.09718 2.46547 -3.41147 0.0 0.1 0.0 -0.24
```
Positions in Å, forces in eV/Å.

Calculated total energy = -3422.67591 hartree
Energy above the lowest of the compared OMol25 structures with the same formula, charge and spin = 375.0 kJ/mol
Max |F| = 0.015 hartree/bohr
Frontier orbital gap = 5.93 eV
Total charge = +1